Entry 1:
{
  "formula": "C26H48BBrLiN2O3",
  "method": "wB97M-V/def2-TZVPD",
  "elements": ["Br", "O", "O", "O", "N", "N", "C", "C", "C", "C", "C", "C", "C", "C", "C", "C", "C", "C", "C", "C", "C", "C", "C", "C", "C", "C", "C", "C", "C", "C", "C", "C", "B", "Li", "H", "H", "H", "H", "H", "H", "H", "H", "H", "H", "H", "H", "H", "H", "H", "H", "H", "H", "H", "H", "H", "H", "H", "H", "H", "H", "H", "H", "H", "H", "H", "H", "H", "H", "H", "H", "H", "H", "H", "H", "H", "H", "H", "H", "H", "H", "H", "H"],
  "xyz": [[0.13, 2.28, 2.16], [-0.62, 1.70, -0.66], [-1.43, -1.31, -3.44], [-0.23, -2.70, -2.12], [-1.12, -1.07, 1.58], [1.73, -0.96, 0.47], [-0.81, -3.54, -3.11], [0.05, 5.75, -0.04], [-1.98, -0.54, 2.62], [1.13, -2.07, 1.17], [0.34, 7.22, 0.16], [2.58, -0.18, 1.33], [2.49, -1.46, -0.66], [-2.54, 2.73, -2.72], [-1.23, 3.52, -2.89], [0.06, -1.66, 2.18], [-1.35, -4.81, -2.45], [-2.04, -2.77, -5.28], [-0.20, 2.60, -3.56], [-0.98, 8.00, 0.12], [-1.51, 4.70, -3.83], [0.29, -3.94, -4.11], [-1.85, -2.01, 0.77], [1.27, 7.73, -0.95], [-0.49, 2.96, -0.51], [-0.08, 3.51, 0.72], [-1.88, -2.61, -3.76], [-0.71, 3.95, -1.53], [-0.43, 5.28, -1.26], [-3.26, -2.77, -3.11], [1.02, 7.50, 1.50], [0.19, 4.83, 0.98], [-0.54, -1.32, -2.36], [-0.14, -0.07, -0.63], [-1.44, 7.91, -0.86], [-1.95, 4.34, -4.76], [-2.33, -3.80, -5.50], [-2.80, -0.01, 2.15], [0.83, 7.60, -1.93], [2.98, -0.62, -1.16], [1.09, -4.45, -3.57], [-3.91, -1.97, -3.47], [-1.26, -2.29, -0.09], [-1.93, -5.40, -3.16], [-3.72, -3.73, -3.36], [1.93, 6.91, 1.59], [-0.56, 2.29, -4.54], [0.71, -3.06, -4.58], [-3.30, 3.35, -2.23], [-0.59, 5.23, -4.08], [-1.43, 0.16, 3.24], [1.81, -1.93, -1.36], [-2.83, -2.10, -5.63], [-2.22, 5.40, -3.38], [-2.14, -2.92, 1.34], [0.48, -0.92, 2.87], [-2.34, 1.85, -2.12], [-0.11, -4.61, -4.87], [-0.82, 9.05, 0.33], [-2.39, -1.33, 3.27], [3.00, 0.65, 0.77], [-0.51, -5.41, -2.10], [0.50, 5.12, 1.97], [0.36, 7.27, 2.33], [2.21, 7.19, -0.92], [-1.13, -2.53, -5.81], [-2.92, 2.41, -3.69], [0.75, 3.13, -3.68], [2.00, 0.24, 2.16], [-0.06, 1.71, -2.95], [-0.60, 6.01, -2.04], [-1.97, -4.56, -1.59], [1.91, -2.65, 1.71], [-3.17, -2.68, -2.03], [3.26, -2.18, -0.34], [3.40, -0.78, 1.75], [-1.67, 7.60, 0.85], [0.69, -2.73, 0.42], [1.48, 8.79, -0.81], [1.29, 8.55, 1.56], [-0.20, -2.56, 2.78], [-2.76, -1.52, 0.41]],
  "lumo_energy_ev": 2.6,
  "orbital_gap_ev": 5.91,
  "charge": -1,
  "multiplicity": 1,
  "mol_weight_g_mol": 534.3,
  "fmax_ha_per_bohr": 0.01873,
  "e_tot_ev": -107791.953,
  "e_homo_ev": -3.33
}

Entry 2:
{
  "formula": "C12H45N3O9",
  "method": "wB97M-V/def2-TZVPD",
  "elements": ["O", "O", "O", "O", "O", "O", "O", "O", "O", "N", "N", "N", "C", "C", "C", "C", "C", "C", "C", "C", "C", "C", "C", "C", "H", "H", "H", "H", "H", "H", "H", "H", "H", "H", "H", "H", "H", "H", "H", "H", "H", "H", "H", "H", "H", "H", "H", "H", "H", "H", "H", "H", "H", "H", "H", "H", "H", "H", "H", "H", "H", "H", "H", "H", "H", "H", "H", "H", "H"],
  "xyz": [[-0.06, -3.56, -0.23], [1.24, 1.04, -2.19], [-1.83, 4.38, -4.76], [-0.81, 1.57, -4.99], [-2.25, 4.01, -2.21], [-1.65, 2.81, 2.38], [-0.05, -2.45, 2.71], [4.57, -3.84, -1.52], [-1.89, 1.09, -2.45], [2.49, -1.59, -1.98], [-3.73, -1.92, 2.80], [0.04, 4.08, -0.62], [-2.30, -2.15, 0.94], [0.97, -1.70, 3.28], [-0.34, 4.00, 0.80], [-1.32, -2.18, 3.35], [4.86, -5.21, -1.27], [3.42, -1.83, -0.81], [2.83, -1.20, 0.40], [-1.43, 2.98, 0.97], [-2.70, 1.85, 2.56], [-0.66, 5.35, 1.32], [3.64, -3.31, -0.52], [-2.46, -2.54, 2.39], [-1.25, -1.08, 3.65], [-1.65, 1.02, -3.34], [1.61, -2.07, -1.86], [2.97, -2.11, -2.74], [-1.22, 2.47, -4.97], [-2.38, 3.07, -2.16], [-0.87, 1.18, -5.85], [0.23, 5.93, 1.01], [1.02, -1.67, 4.37], [-2.59, -3.61, 2.57], [-0.68, 5.41, 2.44], [5.56, -5.52, -2.04], [-3.96, -2.17, 3.76], [4.09, -5.89, -1.34], [-3.57, 2.03, 1.88], [0.39, -4.40, -0.34], [0.37, 3.17, -0.90], [-1.40, -1.62, 0.71], [0.79, 4.70, -0.66], [1.79, -1.58, 0.56], [0.73, -0.66, 2.93], [-2.02, 4.47, -3.80], [-1.08, 0.78, -2.00], [-2.29, 0.85, 2.39], [0.49, 3.61, 1.37], [2.66, -3.82, -0.62], [1.68, 0.21, -2.32], [-3.15, 1.90, 3.56], [5.42, -5.29, -0.29], [-1.47, -2.80, 4.22], [-3.15, -1.58, 0.57], [-1.49, 5.86, 0.81], [3.43, -1.29, 1.27], [-3.84, -0.93, 2.58], [0.87, 1.21, -3.09], [-0.04, -3.39, 0.70], [-1.05, 2.03, 0.49], [-2.31, -3.04, 0.28], [-2.30, 3.30, 0.46], [-2.65, 4.45, -5.27], [4.40, -1.40, -1.01], [2.70, -0.15, 0.16], [1.96, -2.09, 2.86], [4.06, -3.44, 0.48], [-1.38, 4.26, -1.85]],
  "relative_energy_kcal_mol": 30.6,
  "lumo_energy_ev": 0.5,
  "orbital_gap_ev": 9.65,
  "charge": 0,
  "multiplicity": 1,
  "mol_weight_g_mol": 375.5,
  "fmax_ha_per_bohr": 0.07360,
  "e_tot_ev": -36070.343,
  "e_homo_ev": -9.14,
  "smiles": "COC[C@H](C)N.COC[C@H](C)N.COC[C@H](C)N.O.O.O.O.O.O"
}